Formula: C6H11BNO2
Source: the Open Molecules 2025 dataset
Level of theory: ωB97M-V/def2-TZVPD

Last column: Mulliken charge in e.
Atoms and positions in Å:
B: -1.6094 -0.1745 -0.5223  0.54
C: 1.4419 -1.5774 0.0828  -0.38
C: 1.4980 -1.2952 1.4274  -0.64
C: 0.9769 -0.6152 -0.8369  -0.66
C: 1.1018 -0.1427 2.0125  0.00
C: -0.0539 0.2920 -0.6990  0.74
C: 0.0876 1.6103 -1.3723  -1.22
N: 0.0251 0.5123 1.4913  -0.26
O: -2.5066 0.8402 -0.2419  -0.51
O: -1.8823 -1.4439 -0.8938  -0.52
H: 2.0271 -2.3617 -0.2365  0.52
H: 2.4157 -1.7397 2.0115  0.24
H: 1.5401 -0.7062 -1.6969  0.46
H: 1.6626 0.3471 2.7330  0.46
H: -0.9594 2.1374 -1.5213  0.29
H: 0.4651 1.4728 -2.3444  0.44
H: 0.9250 2.1575 -0.8641  0.34
H: -0.7761 -0.0148 1.1633  0.28
H: -0.1516 1.5780 1.6483  0.27
H: -3.4230 0.7746 -0.5108  0.31
H: -2.8047 -1.6509 -0.8298  0.31

Values from the calculation:
SMILES string = C/C(=C/C=C\C=[NH2+])B(O)O
energy = -12654.8435 eV
charge = +1
max |F| = 0.0894 Eh/bohr
relative energy (zero: lowest compared OMol25 entry of this formula, charge and spin) = 50.71 kcal/mol

***

Formula: C4H2BiO2
Source: the Open Molecules 2025 dataset
Level of theory: ωB97M-V/def2-TZVPD

Last column: Mulliken charge in e.
Atoms and positions in Å:
O: -1.9964 0.7194 -0.5438  -0.27
C: -0.8521 1.0339 -0.3843  0.07
H: -0.5032 2.0878 -0.3864  0.40
C: 0.3005 -0.9674 2.0553  0.22
C: 0.3869 -0.3392 1.0082  -0.55
C: 0.3910 -0.0116 -0.3851  0.71
O: 0.6372 -0.8044 -1.2861  -0.46
Bi: 1.5822 -0.4129 -3.1286  1.44
H: 0.0539 -1.3056 3.0508  0.43

Values from the calculation:
energy = -14088.9054 eV
<S²> = 0.753
charge = +2
max |F| = 0.1496 Eh/bohr
multiplicity = 2
relative energy (zero: lowest compared OMol25 entry of this formula, charge and spin) = 36.36 kcal/mol

***

Formula: C8H46N2O14
Source: the Open Molecules 2025 dataset
Level of theory: ωB97M-V/def2-TZVPD

Last column: Mulliken charge in e.
Atoms and positions in Å:
C: -3.4439 -1.8280 1.2417  -0.81
C: -2.8990 -0.3694 1.4763  -0.10
C: -1.5332 -0.0703 2.0733  -0.14
O: -1.4037 1.3406 2.3781  -0.59
C: -0.0993 1.6245 2.7823  -0.89
N: -3.0136 0.3665 0.2351  -0.07
H: -3.4010 -2.4261 2.1520  0.38
H: -2.9854 -2.4045 0.4382  0.15
H: -4.4862 -1.6037 1.0148  0.47
H: -3.7082 0.0711 2.0587  0.63
H: -0.7128 -0.4220 1.4477  0.29
H: -1.6001 -0.6064 3.0200  0.49
H: -0.2259 2.6074 3.2361  0.47
H: 0.6864 1.7910 2.0454  0.40
H: 0.3155 0.8709 3.4517  0.49
H: -2.6346 1.2813 0.4339  -0.17
H: -4.0083 0.5031 0.1249  0.48
C: 1.1077 -1.8346 -1.7731  -2.49
C: 0.3219 -1.1690 -0.6298  -0.52
C: -0.0289 0.3149 -0.9060  -0.34
O: 1.1646 1.0968 -1.0269  0.44
C: 2.0586 1.1033 0.1497  0.28
N: -0.8078 -1.9502 -0.2644  0.13
H: 1.1361 -2.8687 -1.4298  0.53
H: 2.1098 -1.4079 -1.8158  0.52
H: 0.6409 -1.6786 -2.7456  0.28
H: 0.8413 -1.2828 0.3217  1.35
H: -0.7461 0.6960 -0.1790  0.13
H: -0.5572 0.3673 -1.8580  0.39
H: 3.0434 1.4540 -0.1587  0.56
H: 2.2520 0.0881 0.4962  0.20
H: 1.8014 1.6989 1.0257  -1.05
H: -1.5857 -1.3831 0.0410  -1.56
H: -1.2072 -2.4567 -1.0415  0.68
O: -1.0290 2.4264 0.1510  -0.77
H: -1.6724 2.0790 0.7688  -0.08
H: -0.8973 3.3336 0.4264  0.62
O: 3.8464 0.0695 1.3819  -0.67
H: 4.8032 0.0981 1.3850  0.26
H: 3.6343 -0.8479 1.2100  0.29
O: 1.8861 2.8988 2.3720  -0.54
H: 1.8345 2.0275 2.7649  0.45
H: 2.6924 3.2742 2.7258  0.35
O: -0.1184 2.3472 -1.7529  -1.32
H: -0.6944 2.3185 -0.9889  0.61
H: 0.7284 2.0430 -1.4265  0.64
O: 1.6564 3.4128 0.2686  -0.93
H: 0.7127 3.4139 0.4289  0.28
H: 2.0398 3.1192 1.0951  0.31
O: 3.2336 0.8297 -2.3422  -0.75
H: 3.6394 1.6947 -2.4006  0.32
H: 2.4682 0.9610 -1.7826  0.38
O: -1.5589 -4.3212 -0.2976  -0.73
H: -2.4887 -4.5334 -0.2166  0.31
H: -1.4619 -4.0068 -1.1965  0.48
O: -2.4434 -0.9978 -1.2168  -0.57
H: -2.3477 -0.4883 -0.4120  -0.74
H: -3.2872 -1.4396 -1.1222  0.72
O: 0.6371 -3.6891 0.2974  -0.92
H: -0.0127 -4.1991 -0.1861  0.43
H: 0.3414 -2.7826 0.2136  0.50
O: -0.9285 1.2281 -3.7666  -0.80
H: -0.9787 1.6925 -2.9311  0.44
H: -0.1030 0.7455 -3.7238  0.37
O: 5.0746 1.5578 0.1044  -0.68
H: 5.4884 1.4891 -0.7560  0.29
H: 4.6973 0.6918 0.2591  0.37
O: -1.5705 -2.7947 -2.3133  -0.76
H: -2.4035 -3.1062 -1.9593  0.44
H: -1.8095 -2.0591 -2.8773  0.42

Values from the calculation:
energy = -40666.3794 eV
max |F| = 0.1999 Eh/bohr
relative energy (zero: lowest compared OMol25 entry of this formula, charge and spin) = 468.45 kcal/mol

***

Formula: C24H20IrN4O3PS
Source: the Open Molecules 2025 dataset
Level of theory: ωB97M-V/def2-TZVPD

Last column: Mulliken charge in e.
Atoms and positions in Å:
Ir: -0.3448 -0.7023 1.2575  1.73
N: -3.8446 0.3940 2.9863  -0.05
C: -4.4826 -0.1344 1.8836  -0.71
C: -3.5173 -0.4752 0.9932  -0.33
N: -2.2975 -0.1465 1.5427  0.00
C: -2.5335 0.3742 2.7518  0.36
C: -1.3501 0.7920 3.4661  0.38
N: -0.1954 0.5900 2.8129  0.07
C: 0.8233 1.0497 3.6240  -0.44
C: 0.2631 1.5412 4.7545  -0.71
N: -1.1035 1.3654 4.6397  -0.05
H: -4.3124 0.7278 3.8187  0.21
H: -5.5554 -0.2152 1.8313  0.41
H: -3.6120 -0.9138 0.0146  0.53
H: 1.8596 1.0029 3.3370  0.56
H: 0.7069 2.0002 5.6220  0.41
H: -1.7796 1.6300 5.3442  0.21
O: 1.0356 -4.2795 1.3095  -0.58
S: 0.8623 -3.0117 0.7373  1.35
O: 1.3585 -1.8023 1.5486  -0.70
O: -0.6079 -2.5465 0.5115  -0.67
C: 1.5822 -2.7979 -0.8370  0.29
C: 2.2819 -3.8364 -1.4092  -0.37
C: 2.8362 -3.6541 -2.6789  -0.70
C: 2.6667 -2.4553 -3.3423  -0.80
C: 1.9467 -1.4091 -2.7567  -0.21
C: 1.4005 -1.5607 -1.4923  -0.81
P: 0.4969 -0.1448 -0.8173  1.47
C: -0.9063 0.1921 -1.8328  0.88
C: -1.4992 1.4644 -1.8714  -0.09
C: -2.6011 1.6729 -2.6766  -0.95
C: -3.1197 0.6253 -3.4363  -0.54
C: -2.5427 -0.6398 -3.3895  -0.87
C: -1.4379 -0.8654 -2.5894  -0.55
C: 1.6014 1.1596 -0.3526  1.30
C: 2.9816 0.9829 -0.5379  -0.59
C: 3.8479 2.0060 -0.2012  -0.89
C: 3.3545 3.1906 0.3369  -0.61
C: 1.9883 3.3561 0.5570  -1.08
C: 1.1084 2.3477 0.2203  -0.29
H: 2.3935 -4.7740 -0.8788  0.57
H: 3.3917 -4.4591 -3.1409  0.47
H: 3.0877 -2.3175 -4.3293  0.48
H: 1.8210 -0.4834 -3.3076  0.56
H: -1.0831 2.2962 -1.3224  0.35
H: -3.0482 2.6561 -2.7325  0.49
H: -3.9735 0.8012 -4.0777  0.48
H: -2.9476 -1.4460 -3.9860  0.48
H: -0.9913 -1.8513 -2.5599  0.45
H: 3.3761 0.0648 -0.9512  0.40
H: 4.9102 1.8820 -0.3613  0.49
H: 4.0386 3.9907 0.5880  0.46
H: 1.6150 4.2786 0.9807  0.49
H: 0.0506 2.4877 0.3987  0.27

Values from the calculation:
energy = -60251.7041 eV
<S²> = 0.755
charge = +3
max |F| = 0.0292 Eh/bohr
multiplicity = 2
relative energy (zero: lowest compared OMol25 entry of this formula, charge and spin) = 0.00 kcal/mol

***

Formula: C5H9BrO2S
Source: the Open Molecules 2025 dataset
Level of theory: ωB97M-V/def2-TZVPD

Last column: Mulliken charge in e.
Atoms and positions in Å:
C: -0.1649 0.1367 -0.8057  -1.17
C: -2.8400 1.1847 -0.3441  -0.72
C: 0.7161 -0.6119 0.1315  1.07
C: 0.4616 -1.8680 0.4671  -1.08
C: 1.8398 0.1804 0.7295  -1.41
O: -0.7078 2.7007 -0.2868  -0.67
O: -1.0177 1.1155 1.5698  -0.60
S: -1.0864 1.3916 0.1672  1.27
Br: -3.3437 -0.5960 0.0578  -0.09
H: 0.3879 0.7210 -1.5375  0.39
H: -0.8861 -0.5112 -1.2970  0.57
H: -2.9253 1.3697 -1.4104  0.39
H: -0.3740 -2.4132 0.0626  0.26
H: -3.4500 1.8775 0.2298  0.39
H: 1.0850 -2.3919 1.1692  0.30
H: 2.1101 1.0241 0.0980  0.34
H: 2.7157 -0.4449 0.8884  0.45
H: 1.5207 0.5744 1.6952  0.31

Values from the calculation:
energy = -90302.3630 eV
max |F| = 0.0211 Eh/bohr
relative energy (zero: lowest compared OMol25 entry of this formula, charge and spin) = 0.00 kcal/mol

***

Formula: C6H26B2InO6
Source: the Open Molecules 2025 dataset
Level of theory: ωB97M-V/def2-TZVPD

Last column: Mulliken charge in e.
Atoms and positions in Å:
In: -28.4114 10.7557 -8.7948  1.08
B: -29.6925 7.7815 -8.8039  0.14
H: -29.1839 6.9172 -8.4056  -0.07
H: -30.7012 7.4614 -9.0141  -0.08
H: -29.8123 8.5711 -8.0784  -0.44
H: -29.2012 8.1179 -9.7037  0.01
B: -26.4635 8.5384 -9.5928  0.46
H: -27.1278 8.2340 -8.7989  -0.23
H: -26.0318 9.5159 -9.4431  -0.23
H: -25.6357 7.8506 -9.6695  0.01
H: -27.0057 8.4330 -10.5197  -0.11
C: -29.0457 9.6114 -5.0060  -0.48
C: -27.9327 8.7018 -5.6020  -0.38
O: -26.9674 9.4385 -6.3486  -0.40
O: -29.6128 10.2724 -6.1023  -0.35
H: -28.5799 10.3764 -4.3848  0.29
H: -29.7330 9.0295 -4.3919  0.37
H: -28.3639 7.9810 -6.2967  0.12
H: -27.4368 8.0988 -4.8414  0.50
H: -26.1816 9.4781 -5.7985  0.27
H: -30.2958 10.8396 -5.7370  0.21
C: -31.9167 11.7377 -9.4447  -0.42
C: -31.6633 10.3632 -10.1051  -0.47
O: -30.4432 10.4753 -10.9126  -0.35
O: -31.0922 11.8116 -8.2200  -0.43
H: -32.9669 11.8053 -9.1607  0.41
H: -31.8501 12.6043 -10.1025  0.29
H: -32.3241 9.9553 -10.8700  0.47
H: -31.5763 9.5515 -9.3828  0.10
H: -30.7308 10.6222 -11.8167  0.26
H: -31.6662 12.1430 -7.5255  0.27
C: -26.9242 11.9508 -12.2808  -0.52
C: -25.7692 12.4706 -11.3502  -0.46
O: -26.3004 12.6532 -10.0796  -0.45
O: -27.7551 10.9912 -11.6906  -0.30
H: -26.4487 11.4625 -13.1313  0.33
H: -27.4544 12.8340 -12.6372  0.41
H: -25.4197 13.4278 -11.7370  0.33
H: -25.0218 11.6831 -11.2529  0.36
H: -25.4900 12.7574 -9.5756  0.31
H: -28.5644 10.9362 -12.2041  0.18

Values from the calculation:
energy = -25435.2121 eV
charge = +1
max |F| = 0.1074 Eh/bohr
relative energy (zero: lowest compared OMol25 entry of this formula, charge and spin) = 61.27 kcal/mol

***

Formula: C19H35O4ReS3Si3
Source: the Open Molecules 2025 dataset
Level of theory: ωB97M-V/def2-TZVPD

Last column: Mulliken charge in e.
Atoms and positions in Å:
Re: -0.3200 -0.3593 -0.3460  0.70
C: -0.8511 -0.5838 3.0434  -1.06
O: -0.3256 0.1028 1.9297  -0.36
Si: 0.9263 1.2548 1.9832  0.08
C: 0.3834 2.7696 3.0070  -1.27
C: 2.3902 0.4083 2.8659  -1.24
C: 0.9191 1.3238 0.0422  0.58
Si: -0.2701 2.7038 -0.7084  0.18
C: -0.3935 2.6697 -2.6167  -1.03
C: -2.0215 2.4396 0.0473  -0.68
C: 0.3911 4.4215 -0.2341  -1.09
Si: 2.7098 1.3529 -0.6918  0.33
C: 2.7595 1.4887 -2.5893  -1.15
C: 3.5908 -0.2498 -0.1297  -1.17
C: 3.6195 2.8356 0.0821  -1.24
H: -1.2728 0.1319 3.7499  0.32
H: -0.0687 -1.1631 3.5361  0.35
H: -1.6391 -1.2560 2.7043  0.34
H: 0.2441 2.5011 4.0521  0.44
H: -0.5456 3.2102 2.6591  0.34
H: 1.1462 3.5406 2.9798  0.38
H: 2.2146 0.3585 3.9389  0.45
H: 3.3203 0.9452 2.7195  0.39
H: 2.5351 -0.6097 2.5149  0.35
H: -0.2387 1.6816 -3.0377  0.16
H: 0.3438 3.3304 -3.0591  0.49
H: -1.3734 3.0191 -2.9315  0.41
H: -2.2208 1.3914 0.2919  0.05
H: -2.7961 2.7738 -0.6363  0.43
H: -2.1438 3.0026 0.9662  0.39
H: 1.3508 4.6194 -0.6969  0.30
H: 0.5026 4.5481 0.8350  0.30
H: -0.3081 5.1722 -0.5877  0.43
H: 2.0577 0.8196 -3.0766  0.26
H: 3.7542 1.2260 -2.9370  0.48
H: 2.5593 2.5003 -2.9251  0.31
H: 2.8913 -0.9998 0.2266  0.21
H: 4.3060 -0.0488 0.6597  0.43
H: 4.1421 -0.6840 -0.9573  0.44
H: 3.4855 3.7418 -0.4979  0.37
H: 4.6845 2.6289 0.1106  0.47
H: 3.2881 3.0359 1.0955  0.32
O: -6.8919 1.5975 -5.0712  -0.46
C: -6.4834 1.6335 -3.7967  0.60
O: -7.1497 2.1381 -2.9370  -0.53
C: -5.1427 1.0326 -3.4979  0.63
C: -4.1140 1.0266 -4.4375  -0.86
C: -2.8715 0.5342 -4.0951  -0.88
C: -2.6503 0.0374 -2.8130  0.65
S: -1.0542 -0.6541 -2.5096  -0.14
C: -3.6774 0.0197 -1.8750  -0.51
C: -4.9117 0.5359 -2.2155  -0.71
H: -6.2896 1.1293 -5.6660  0.32
H: -4.2495 1.4345 -5.4295  0.33
H: -2.0634 0.5286 -4.8104  0.46
H: -3.5142 -0.4076 -0.8930  0.45
H: -5.7171 0.5676 -1.4982  0.47
C: 1.9944 -4.8761 -2.2491  -0.75
O: 1.1186 -4.4103 -1.2340  -0.27
C: 0.9723 -3.1192 -1.1014  0.62
S: 1.6956 -1.9719 -2.0600  -0.30
S: -0.0474 -2.6352 0.2087  -0.31
H: 1.8148 -5.9436 -2.3365  0.27
H: 3.0295 -4.6896 -1.9580  0.34
H: 1.7946 -4.3639 -3.1939  0.37

Values from the calculation:
energy = -86725.7671 eV
<S²> = 0.776
charge = +1
max |F| = 0.0524 Eh/bohr
multiplicity = 2
relative energy (zero: lowest compared OMol25 entry of this formula, charge and spin) = 55.23 kcal/mol

***

Formula: C10H18BaF5N2O3P
Source: the Open Molecules 2025 dataset
Level of theory: ωB97M-V/def2-TZVPD

Last column: Mulliken charge in e.
Atoms and positions in Å:
C: 3.3792 -0.0794 1.8678  -1.36
C: 1.8734 -0.1395 1.5711  -0.17
P: 1.5368 0.7886 0.0372  -0.02
C: 1.0704 2.4327 0.6517  -0.46
C: 0.6573 3.3729 -0.4826  -1.25
N: -0.0438 0.1617 -0.4960  0.90
C: -1.0982 -0.4248 0.3752  -0.68
C: -1.9096 0.5981 1.1662  0.12
O: -2.0950 1.7462 0.3568  -0.54
C: -3.2446 -0.0597 1.5340  -0.96
N: -4.0000 0.5316 2.6146  -0.60
C: 0.2266 -0.5750 -1.5859  -0.34
O: 0.0329 -0.2684 -2.7481  -0.71
O: 0.8119 -1.8139 -1.3389  -0.24
C: 0.4106 -2.9564 -1.9702  0.79
F: 0.7463 -3.9672 -1.1927  -0.24
F: -0.9053 -2.9637 -2.2072  -0.27
C: 1.1184 -3.2134 -3.3577  0.65
F: 1.1994 -4.4765 -3.6451  -0.17
F: 0.3397 -2.6335 -4.4206  -0.35
F: 2.2902 -2.6032 -3.4694  -0.22
H: 3.7443 0.9491 1.9020  0.34
H: 3.5917 -0.5367 2.8321  0.40
H: 3.9529 -0.5931 1.0962  0.36
H: 1.5520 -1.1764 1.4517  0.27
H: 1.3086 0.2747 2.4107  0.31
H: 1.9742 2.7943 1.1537  0.52
H: 0.2921 2.3577 1.4084  0.30
H: 0.0642 4.2003 -0.0975  0.34
H: 0.0392 2.8516 -1.2159  0.22
H: 1.5293 3.7783 -0.9954  0.38
H: -1.7995 -0.9684 -0.2667  0.52
H: -0.6474 -1.1453 1.0606  0.33
H: -1.3862 0.8720 2.0905  0.29
H: -2.3105 2.4945 0.9234  0.39
H: -3.8559 -0.0117 0.6276  0.40
H: -3.0854 -1.1179 1.7653  0.38
H: -3.4793 0.5814 3.4812  0.25
H: -4.3275 1.4626 2.3905  0.27
Ba: 0.4468 -0.5244 -5.2788  1.84

Values from the calculation:
energy = -43340.0184 eV
charge = +2
max |F| = 0.0459 Eh/bohr